Model 1:
DFT (ωB97M-V/def2-TZVPD) results for a cluster of 2 separate species, CH4N3P in total.

Values from the calculation:
SMILES string   [H]/N=P/C#N.N
LUMO level   -1.2065 eV

Element x y z (Å)
1 C 2.06 0.50 0.26
2 N 2.27 1.58 0.00
3 N -2.18 1.04 0.15
4 N 1.85 -1.79 -0.46
5 P 1.53 -1.14 0.90
6 H -2.25 0.04 0.39
7 H -3.10 1.35 0.25
8 H -1.72 1.15 -0.70
9 H 1.53 -2.71 -0.79

Model 2:
DFT (ωB97M-V/def2-TZVPD) results for a structure of composition CH4N3P.

Values from the calculation:
LUMO level   1.1126 eV

Element x y z (Å)
1 C 0.16 -0.93 -0.34
2 N -1.74 -0.84 -0.10
3 N -1.95 0.33 -0.02
4 N -1.03 1.27 -0.08
5 P 0.66 0.80 -0.25
6 H 0.39 -1.72 0.32
7 H 0.15 -1.49 -1.38
8 H -1.30 2.18 -0.43
9 H 0.81 0.80 1.09

Model 3:
DFT (ωB97M-V/def2-TZVPD) results for a cluster of 2 separate species, CH4N3P in total.

Values from the calculation:
LUMO level (spin up / spin down)   -0.5996 / -0.7615 eV

Element x y z (Å)
1 C 0.31 -0.71 -0.69
2 N -0.97 -1.02 -0.42
3 N -1.59 -0.13 0.16
4 N -0.94 1.03 0.36
5 P 0.69 1.10 -0.37
6 H 1.83 -1.67 0.43
7 H 0.99 -1.28 -1.48
8 H -1.45 1.69 0.95
9 H 1.14 0.99 1.06

Model 4:
DFT (ωB97M-V/def2-TZVPD) results for the molecule CH4N3P.

Values from the calculation:
LUMO level (spin up / spin down)   -1.2776 / -1.2711 eV

Element x y z (Å)
1 C -0.30 -0.22 0.93
2 N 0.43 0.38 -0.22
3 N -0.10 0.92 -1.17
4 N 0.44 1.32 -2.21
5 P -0.04 -2.00 0.95
6 H 0.09 0.23 1.82
7 H -1.31 -0.06 0.83
8 H -0.11 1.55 -2.99
9 H 0.90 -2.12 2.06

Most stable: model 1

Model 1:
DFT (ωB97M-V/def2-TZVPD) results for a cluster of 2 separate species, C4H5FO2 in total.

Values from the calculation:
LUMO level   0.6459 eV

Element x y z (Å)
1 C 1.12 0.03 -1.46
2 C -1.18 -0.68 -0.54
3 C 0.41 0.96 0.65
4 C -0.35 -0.41 0.68
5 O 2.12 -0.50 -1.33
6 O -1.33 -1.72 -1.08
7 F -1.82 0.34 -1.15
8 H 1.31 0.87 0.00
9 H 0.65 1.19 1.64
10 H -0.29 1.66 0.18
11 H -0.85 -0.34 1.67
12 H 0.22 -1.40 0.74

Model 2:
DFT (ωB97M-V/def2-TZVPD) results for the molecule C4H5FO2.

Values from the calculation:
LUMO level (spin up / spin down)   -1.4844 / -1.4850 eV

Element x y z (Å)
1 C 0.87 -1.65 0.29
2 C -0.50 -1.08 -0.40
3 C 0.50 1.20 0.29
4 C -0.70 0.38 0.11
5 O 1.81 -1.20 0.74
6 O -1.61 -1.67 -0.23
7 F 0.20 -1.00 -1.66
8 H 0.42 2.09 -0.23
9 H 1.22 0.73 -0.27
10 H 0.79 1.25 1.32
11 H -1.42 0.71 -0.69
12 H -1.58 0.24 0.73

Most stable: model 1

Model 1:
DFT (ωB97M-V/def2-TZVPD) results for the molecule C2H9FN3P.

Values from the calculation:
SMILES string   CN(CN)P(N)F
LUMO level   0.7041 eV

Element x y z (Å)
1 C -1.22 -0.37 -0.69
2 C -0.59 1.20 0.89
3 N 0.55 1.84 1.29
4 N 1.45 -1.61 -1.25
5 N -0.14 -0.12 0.27
6 F 1.34 -2.01 1.30
7 P 1.55 -0.60 0.11
8 H -1.01 -1.35 -1.04
9 H -2.17 -0.53 -0.14
10 H -1.48 0.27 -1.57
11 H 1.26 1.97 0.47
12 H -1.11 1.58 -0.01
13 H -1.49 1.01 1.45
14 H 0.57 2.27 2.16
15 H 1.74 -1.27 -2.15
16 H 0.74 -2.27 -1.09

Model 2:
DFT (ωB97M-V/def2-TZVPD) results for the molecule C2H9FN3P.

Values from the calculation:
SMILES string   CN(C)[P@](=N)(N)F
LUMO level   0.7811 eV

Element x y z (Å)
1 C 1.31 -1.06 -0.07
2 C 1.14 1.24 0.18
3 N -1.95 -1.52 0.56
4 N -1.62 0.57 -1.02
5 N 0.56 0.00 0.43
6 F -1.60 1.10 1.53
7 P -1.14 -0.23 0.38
8 H 0.88 -1.98 0.04
9 H 1.40 -1.01 -1.12
10 H 2.31 -1.18 0.38
11 H 0.50 2.09 0.56
12 H 2.06 1.30 0.83
13 H 1.29 1.46 -0.89
14 H -2.13 -1.98 1.41
15 H -2.21 0.15 -1.64
16 H -0.80 1.05 -1.56

Most stable: model 2

Model 1:
DFT (ωB97M-V/def2-TZVPD) results for the molecule C3H3NOS2.

Values from the calculation:
SMILES string   S=c1ccn(S)o1
LUMO level   -0.3702 eV

Element x y z (Å)
1 C -1.06 0.58 0.92
2 C -0.49 -0.49 1.52
3 C 0.35 -1.10 0.45
4 H 0.56 3.03 -0.06
5 H -1.56 1.60 1.31
6 H -0.40 -0.90 2.67
7 N -0.69 0.73 -0.37
8 O 0.39 -0.05 -0.56
9 S -0.41 2.34 -0.98
10 S 1.05 -2.49 0.09

Model 2:
DFT (ωB97M-V/def2-TZVPD) results for the molecule C3H3NOS2.

Values from the calculation:
LUMO level   -1.5297 eV

Element x y z (Å)
1 C -1.12 0.38 -0.20
2 C -2.34 0.31 0.47
3 C 0.00 0.83 0.36
4 N 2.83 -0.04 -0.13
5 O 2.68 -1.40 -0.15
6 S -3.78 0.07 -0.33
7 S 1.61 1.04 -0.16
8 H -1.23 0.04 -1.29
9 H -2.21 0.47 1.63
10 H 3.56 -1.71 -0.19

Most stable: model 1

Model 1:
DFT (ωB97M-V/def2-TZVPD) results for a cluster of 11 separate species, H22O11 in total.

Values from the calculation:
Net charge   +1
LUMO level (spin up / spin down)   -3.4141 / -11.0093 eV
Expectation value of S²   0.75
Spin multiplicity   2

Element x y z (Å)
1 O -0.97 2.28 1.72
2 H -1.51 1.98 2.46
3 H -1.51 2.94 1.29
4 O -2.95 -0.33 0.29
5 H -3.58 -0.23 -0.42
6 H -2.10 -0.11 -0.10
7 O 1.83 1.95 1.93
8 H 1.65 1.04 2.18
9 H 0.97 2.35 1.85
10 O -1.79 -0.33 -3.04
11 H -1.15 -0.34 -2.33
12 H -1.89 -1.24 -3.29
13 O -0.70 -3.21 -0.81
14 H -1.03 -2.32 -0.86
15 H -0.82 -3.46 0.11
16 O 2.11 -0.22 -1.78
17 H 2.47 -0.31 -2.66
18 H 2.12 0.73 -1.61
19 O -0.36 0.09 -0.19
20 H 0.59 -0.01 -0.15
21 H -0.54 0.84 0.38
22 O 1.96 -0.97 1.44
23 H 1.87 -1.03 2.39
24 H 2.90 -0.93 1.28
25 O -3.11 0.69 2.85
26 H -3.95 0.35 3.15
27 H -3.07 0.44 1.92
28 O 1.58 -3.04 -2.15
29 H 1.59 -2.10 -1.96
30 H 0.90 -3.39 -1.57
31 O 2.86 2.41 -1.09
32 H 2.60 2.18 -0.20
33 H 3.06 3.34 -1.04

Model 2:
DFT (ωB97M-V/def2-TZVPD) results for a cluster of 11 separate species, H22O11 in total.

Values from the calculation:
Net charge   +1
LUMO level (spin up / spin down)   -3.4932 / -10.8752 eV
Expectation value of S²   0.76
Spin multiplicity   2

Element x y z (Å)
1 O -2.05 -1.61 -1.13
2 H -1.68 -1.84 -1.99
3 H -2.96 -1.41 -1.31
4 O 3.04 -0.44 1.72
5 H 3.74 -0.34 2.36
6 H 2.66 0.43 1.63
7 O -0.87 1.02 2.75
8 H -1.10 1.93 2.96
9 H -1.14 0.91 1.84
10 O 1.90 -0.44 -0.95
11 H 2.45 -0.64 -0.19
12 H 1.77 -1.29 -1.38
13 O -0.18 -3.30 0.34
14 H -1.02 -2.95 0.05
15 H 0.43 -3.06 -0.35
16 O 1.62 1.94 1.82
17 H 1.90 2.78 2.19
18 H 0.77 1.77 2.23
19 O 1.32 2.47 -1.26
20 H 1.50 2.54 -0.32
21 H 1.74 1.65 -1.52
22 O 0.45 -0.16 -3.12
23 H 0.44 -0.08 -2.17
24 H -0.24 -0.80 -3.31
25 O -2.01 2.29 -1.48
26 H -1.40 2.99 -1.71
27 H -1.47 1.50 -1.41
28 O -2.79 -1.59 1.51
29 H -3.33 -2.36 1.68
30 H -2.45 -1.73 0.62
31 O -0.46 0.32 -0.01
32 H -1.00 -0.44 -0.23
33 H 0.41 -0.04 0.15

Most stable: model 1